Record 1
Entry from OMol25: 12 unconnected molecules or ions with the total composition C38H100N2O40P10 at a distorted geometry (wB97M-V/def2-TZVPD).

ORCA input file:
```
! RIJCOSX wB97M-V def2-TZVPD def2/J DEFGRID3
* xyz 0 1
C 1.95545 0.63488 1.65900
O 0.82399 0.96064 0.87038
P -0.02299 -0.08158 0.02580
O -0.95392 -0.84601 0.86777
O 1.01934 -0.90225 -0.84963
C 0.65435 -2.27155 -1.13505
O -0.73171 0.95311 -0.96512
C -1.38701 0.47534 -2.15125
H 2.78057 1.29540 1.37608
H 2.24458 -0.40602 1.57834
H 1.83617 0.91087 2.70726
H 1.53433 -2.78624 -1.52302
H -0.17098 -2.41787 -1.82477
H 0.53440 -2.81880 -0.19863
H -1.04112 1.10282 -2.96602
H -2.46452 0.48248 -1.99606
H -1.05169 -0.53995 -2.36731
C 3.20366 -0.61476 -5.98951
O 4.38727 -0.84066 -5.21023
P 5.04053 0.41800 -4.49031
O 6.24427 0.11055 -3.73268
O 3.82144 1.08547 -3.73305
C 3.37381 0.49149 -2.52624
O 5.23615 1.52214 -5.62890
C 6.14141 1.21706 -6.68630
H 3.20203 0.39728 -6.40406
H 2.30799 -0.81703 -5.41629
H 3.28689 -1.18543 -6.91534
H 2.29941 0.67082 -2.47759
H 3.84499 0.85170 -1.61233
H 3.44467 -0.60015 -2.49562
H 6.51040 0.19385 -6.65292
H 6.97576 1.92046 -6.68132
H 5.62986 1.43361 -7.62747
C -5.25073 5.53310 2.26883
O -4.07462 4.96380 1.68184
P -2.93830 4.31979 2.61861
O -3.40576 3.70723 3.85545
O -1.82983 5.43297 2.83217
C -1.23826 6.20810 1.78149
O -2.21549 3.34726 1.57456
C -2.94142 2.37226 0.79655
H -5.42787 6.50462 1.81210
H -5.12300 5.64730 3.34475
H -6.11091 4.89066 2.08678
H -1.77084 7.14741 1.63460
H -1.26443 5.68179 0.83468
H -0.20941 6.39587 2.08039
H -4.00493 2.58899 0.71058
H -2.71700 1.38100 1.18668
H -2.49348 2.45652 -0.17356
C 1.36204 -0.00272 8.28147
O 0.44554 0.26342 7.20802
P 0.91788 1.27811 6.07998
O 2.17779 0.92806 5.41510
O -0.34559 1.27170 5.12209
C -0.28140 1.96076 3.86934
O 0.87409 2.69563 6.82073
C -0.34286 3.02382 7.52138
H 0.81384 -0.01968 9.21611
H 2.14342 0.76252 8.27193
H 1.92604 -0.91750 8.10059
H -0.60808 1.38405 3.00600
H 0.73176 2.31192 3.67413
H -0.97693 2.79120 3.98028
H -0.98615 2.18399 7.76122
H -0.86346 3.80271 6.96574
H -0.02683 3.50647 8.44779
C 0.80520 6.88363 -4.45756
O -0.10280 5.80526 -4.17294
P -0.47389 5.66075 -2.62286
O -0.61642 6.90493 -1.86543
O -1.80431 4.80270 -2.72309
C -2.53690 4.53768 -1.52120
O 0.65205 4.69760 -2.00394
C 0.86808 3.39094 -2.54823
H 1.52215 6.49468 -5.18722
H 1.42076 7.14735 -3.59974
H 0.32294 7.73040 -4.93671
H -2.20115 5.09104 -0.65615
H -2.47986 3.47948 -1.35244
H -3.57579 4.78913 -1.73212
H 1.78580 3.37427 -3.13162
H -0.01159 3.00245 -3.06096
H 0.97404 2.72874 -1.68673
C -5.08928 -6.64008 0.77860
O -4.52682 -6.15737 -0.44301
P -4.82101 -4.72524 -1.03139
O -5.68538 -3.81670 -0.27673
O -3.34880 -4.14662 -1.21968
C -3.06210 -2.76416 -1.42595
O -5.32544 -5.02775 -2.51180
C -4.85930 -6.13723 -3.28272
H -5.26733 -7.71078 0.73900
H -6.05199 -6.14814 0.93004
H -4.45046 -6.39218 1.62491
H -3.97457 -2.17182 -1.52317
H -2.54597 -2.73354 -2.38814
H -2.47084 -2.35259 -0.60997
H -5.69756 -6.76828 -3.56776
H -4.09207 -6.71378 -2.76971
H -4.40510 -5.71703 -4.18079
C 0.51511 -9.79256 1.19645
O 0.83098 -8.83855 2.20509
P -0.31023 -7.83869 2.69175
O -1.47241 -8.44587 3.35683
O 0.47445 -6.78018 3.56659
C 0.59248 -6.93229 4.97795
O -0.59971 -7.04058 1.36100
C -1.35466 -5.82901 1.40799
H 1.27831 -10.56810 1.24563
H 0.45379 -9.40052 0.18328
H -0.41704 -10.30473 1.45089
H 1.60922 -6.79920 5.33853
H 0.19416 -7.89495 5.30109
H -0.04008 -6.19255 5.47302
H -2.31003 -6.00532 0.91485
H -0.82849 -5.04214 0.86996
H -1.53803 -5.50040 2.43188
C 3.80832 -5.58847 3.27138
O 3.15756 -4.36126 3.60618
P 2.81296 -3.32653 2.43784
O 2.66459 -3.92169 1.10366
O 1.53495 -2.52462 2.96874
C 0.35706 -3.29817 3.27111
O 4.00384 -2.26477 2.47850
C 4.24907 -1.47105 3.65307
H 4.57552 -5.44419 2.50551
H 3.15228 -6.35130 2.85289
H 4.29787 -5.89374 4.19322
H 0.08731 -3.28100 4.32721
H 0.49200 -4.33153 2.95861
H -0.44904 -2.79210 2.74090
H 4.11231 -0.42635 3.38282
H 5.26353 -1.65742 3.99862
H 3.55480 -1.71614 4.45646
C 1.31309 3.26262 -6.64953
O -0.05882 2.84293 -6.66754
P -0.40987 1.31998 -6.39098
O 0.42190 0.79322 -5.28850
O -1.97773 1.35549 -6.16236
C -2.52402 2.26139 -5.17366
O -0.29008 0.57549 -7.79048
C -0.54541 1.27316 -9.00729
H 1.28351 4.29427 -6.29814
H 1.71066 3.33297 -7.66389
H 1.94286 2.65138 -6.00734
H -3.47695 2.56864 -5.59489
H -1.87683 3.12511 -5.02586
H -2.68244 1.78005 -4.21347
H -1.21370 0.70085 -9.64717
H 0.39315 1.35613 -9.56118
H -0.91797 2.28453 -8.85969
C 2.22019 5.69076 5.10288
O 3.43569 5.79802 4.33604
P 3.25620 6.03452 2.77010
O 2.29347 7.07116 2.39230
O 2.90957 4.57385 2.26894
C 2.33491 4.27405 1.01591
O 4.74110 6.29258 2.26737
C 5.76756 5.36039 2.60018
H 2.14605 4.71760 5.58259
H 1.31375 5.86185 4.52067
H 2.27207 6.49642 5.83349
H 2.95269 3.68326 0.33661
H 2.06242 5.16845 0.44918
H 1.40424 3.72572 1.17621
H 6.55724 5.88033 3.14035
H 6.27049 5.05853 1.67465
H 5.40572 4.44188 3.05496
C -1.96372 -3.50893 -5.10620
C -0.70262 -3.97356 -4.65611
C 0.09158 -2.89288 -4.39558
N -0.61821 -1.76378 -4.75296
C -1.86507 -2.14241 -5.15265
H -2.81697 -4.11253 -5.36376
H -0.43420 -4.99115 -4.41615
H 1.04062 -2.82087 -3.89317
H -0.32891 -0.78989 -4.66053
H -2.62897 -1.42793 -5.41776
C -4.33417 -2.41045 4.08212
C -4.06127 -1.14369 4.62667
C -3.23385 -0.49316 3.73545
N -2.97387 -1.33993 2.70027
C -3.60714 -2.53170 2.91689
H -4.97065 -3.17627 4.49688
H -4.43992 -0.72945 5.54620
H -2.90614 0.53382 3.73841
H -2.35300 -1.16015 1.91519
H -3.40988 -3.37728 2.27801
*
```

Computed properties:
E, eV: -218819.8021
HOMO-LUMO gap, eV: 7.70
LUMO level, eV: 0.241
Structure (SMILES): COP(=O)(OC)OC.COP(=O)(OC)OC.COP(=O)(OC)OC.COP(=O)(OC)OC.COP(=O)(OC)OC.COP(=O)(OC)OC.COP(=O)(OC)OC.COP(=O)(OC)OC.COP(=O)(OC)OC.COP(=O)(OC)OC.c1cc[nH]c1.c1cc[nH]c1



Record 2
Entry from OMol25: 14 unconnected molecules or ions with the total composition C28H84O19 at a distorted geometry (wB97M-V/def2-TZVPD).

ORCA input file:
```
! RIJCOSX wB97M-V def2-TZVPD def2/J DEFGRID3
* xyz 0 1
C -3.93028 0.82207 4.73764
C -5.15337 -0.03600 4.61332
O -5.30476 -0.84995 3.44677
H -3.02089 0.25024 4.91562
H -4.04159 1.52454 5.55853
H -3.70811 1.46331 3.88076
H -5.99082 0.67962 4.63767
H -5.17011 -0.79584 5.45437
H -5.69127 -0.26549 2.77618
C 6.31934 -2.86346 1.95427
C 5.12302 -3.08473 2.79906
O 5.23026 -2.15506 3.85240
H 7.18220 -3.04696 2.63108
H 6.24865 -1.83593 1.63877
H 6.37619 -3.55193 1.11402
H 5.09509 -4.11488 3.17246
H 4.14002 -2.92937 2.25910
H 5.51907 -2.56654 4.66503
C 0.40526 -4.88450 -1.82089
C -0.62779 -4.13313 -2.66864
O -1.08852 -4.95364 -3.73189
H 0.87698 -4.20477 -1.13451
H 1.15549 -5.21545 -2.55414
H 0.07906 -5.74110 -1.24099
H -0.10077 -3.18737 -3.04438
H -1.50962 -3.70122 -2.06933
H -1.85004 -4.58553 -4.17875
C 3.88565 1.37734 2.03415
C 4.84268 0.23966 1.61353
O 6.00542 0.60890 0.84787
H 3.05703 0.88944 2.52484
H 3.56344 1.89982 1.13118
H 4.37183 2.01410 2.76873
H 4.30422 -0.41803 1.01550
H 5.21065 -0.33714 2.46887
H 6.54326 1.28097 1.30017
C 4.86004 2.63596 -2.86720
C 3.82604 1.68992 -2.30682
O 4.47440 0.54131 -1.70296
H 5.49385 2.18633 -3.68168
H 5.49323 3.03462 -2.06805
H 4.31673 3.51972 -3.25434
H 3.10833 1.32304 -3.01214
H 3.20714 2.17234 -1.52011
H 4.97300 0.80182 -0.95405
C 4.00455 -1.67581 -4.15050
C 3.69506 -2.30851 -2.79828
O 2.76122 -1.51325 -2.10577
H 3.06509 -1.48754 -4.76669
H 4.74264 -2.29497 -4.60940
H 4.36938 -0.65862 -3.94865
H 4.54422 -2.46906 -2.13401
H 3.16423 -3.26424 -2.92856
H 3.30704 -0.72007 -1.83842
C 0.37142 4.25568 -4.55142
C 0.18918 2.85566 -3.87282
O 1.22746 2.67388 -2.89878
H -0.37845 4.49800 -5.30424
H 1.37445 4.35998 -4.95478
H 0.26994 5.01721 -3.80796
H 0.16268 2.08147 -4.65453
H -0.79180 2.78098 -3.39512
H 0.79842 2.84550 -2.09014
C 1.31092 -1.91828 5.17251
C 1.95412 -1.00471 4.16671
O 0.96815 -0.55155 3.21782
H 0.41075 -1.50064 5.50843
H 1.88927 -2.19509 6.06353
H 1.08978 -2.91857 4.66916
H 2.72008 -1.61468 3.67541
H 2.43561 -0.12422 4.63976
H 1.16038 -0.90421 2.35322
C -3.31285 -3.04439 0.11786
C -2.79743 -2.54239 1.48971
O -3.14542 -1.15448 1.64771
H -2.76384 -2.46480 -0.67636
H -4.41508 -3.00336 0.10705
H -3.10621 -4.15136 0.08032
H -1.73214 -2.62781 1.62834
H -3.27161 -3.06751 2.31002
H -3.79958 -1.04315 2.38643
C -5.81929 1.35213 -0.05091
C -5.22857 0.20838 -0.81194
O -3.80979 0.23669 -0.70470
O -5.54929 1.14453 1.31298
H -6.89702 1.34520 -0.26773
H -5.29419 2.27698 -0.38193
H -5.55879 0.10192 -1.81984
H -5.62175 -0.73084 -0.35391
H -3.60384 -0.26213 0.09076
H -5.19721 1.90812 1.81334
C -1.16955 4.13873 0.06378
C -2.59394 3.99336 -0.29986
O -3.24089 2.95161 0.40097
O -0.49435 2.88713 -0.17056
H -1.18806 4.22822 1.10598
H -0.71551 4.96562 -0.52249
H -2.67016 3.79286 -1.35159
H -3.06057 4.99022 -0.00747
H -3.22354 2.14063 -0.16148
H -0.07381 2.60294 0.67015
C -0.08740 -0.16330 -1.48344
C -0.22013 -1.26201 -0.39716
O 1.02052 -1.53669 0.35552
O 0.23715 -0.59072 -2.77644
H 0.72057 0.46901 -1.13899
H -1.05116 0.47205 -1.53388
H -0.56554 -2.15744 -0.83194
H -0.86738 -0.87341 0.33463
H 1.68524 -1.78867 -0.27934
H 1.06485 -1.08090 -2.70660
C -0.64137 2.47140 3.99584
C -1.54112 3.66803 3.80804
O -2.76692 3.36540 3.20696
O -0.30915 1.95646 2.69029
H -1.19423 1.75263 4.55222
H 0.25285 2.80574 4.56610
H -0.95401 4.52424 3.38908
H -1.84836 3.89211 4.81476
H -2.62398 3.09751 2.30287
H 0.08697 1.04322 2.74031
C -3.57961 -0.06994 -4.97235
C -3.15652 -0.68854 -3.64394
O -2.20755 -1.72355 -3.85857
O -2.44716 0.43056 -5.66907
H -4.35208 0.71440 -4.71215
H -4.14051 -0.83739 -5.56440
H -4.03611 -1.21903 -3.21920
H -2.78732 0.08586 -2.91924
H -1.37422 -1.33630 -3.65741
H -1.87741 -0.33519 -5.69460
*
```

Computed properties:
E, eV: -69296.6601
HOMO-LUMO gap, eV: 10.04
Energy relative to the best compared isomer or geometry (same formula, charge and spin), eV: 0.040
LUMO level, eV: 0.465



Record 3
Entry from OMol25: 7 unconnected molecules or ions with the total composition C14H28O28S7 at a distorted geometry (wB97M-V/def2-TZVPD).

ORCA input file:
```
! RIJCOSX wB97M-V def2-TZVPD def2/J DEFGRID3
* xyz 0 1
O 17.99997 14.65725 -1.59619
S 16.74280 15.39783 -1.86170
O 15.47794 14.89312 -1.22594
O 17.05290 16.94265 -1.16243
C 17.75403 17.79644 -1.99770
C 17.35387 17.25271 -3.46918
O 16.65204 16.04350 -3.35404
H 17.46962 18.84597 -2.07322
H 18.80711 17.52028 -1.94432
H 18.11719 17.17612 -4.24350
H 16.72249 17.95057 -4.01914
O 17.29025 3.40387 -0.10308
S 18.28433 4.01938 0.82757
O 18.26531 3.79014 2.24634
O 19.80720 3.82195 0.14010
C 20.63722 5.00649 0.31299
C 19.67046 6.09721 0.66661
O 18.37455 5.62540 0.45282
H 21.16230 4.95199 1.26663
H 21.36921 5.14568 -0.48257
H 19.74167 7.13346 0.33615
H 19.54848 6.27605 1.73490
O 17.91823 -7.43994 5.18190
S 16.75494 -6.69350 5.65424
O 15.74100 -7.32552 6.52517
O 17.20481 -5.22452 6.20282
C 16.43734 -4.00315 5.77098
C 15.46671 -4.64104 4.77604
O 15.98270 -5.94414 4.46650
H 16.00749 -3.55064 6.66461
H 17.14625 -3.28684 5.35572
H 15.41194 -4.09587 3.83376
H 14.53206 -4.97420 5.22719
O 17.51887 12.64566 5.65842
S 18.77814 13.22427 6.03980
O 19.99857 12.36735 6.00466
O 18.98597 14.66181 5.22365
C 18.66167 15.74990 5.96881
C 18.91441 15.33507 7.45063
O 18.63077 13.95531 7.53001
H 19.24317 16.63194 5.70054
H 17.58178 15.88589 5.91023
H 18.21262 15.82222 8.12760
H 19.92811 15.50410 7.81387
O 11.28663 -4.30851 -5.59968
S 10.56283 -4.29320 -4.30734
O 9.79945 -5.51081 -4.10671
O 11.51632 -3.92282 -3.06020
C 11.02035 -2.73979 -2.40085
C 10.18870 -1.96178 -3.46198
O 9.62242 -2.95269 -4.26552
H 10.37009 -3.07000 -1.59077
H 11.94385 -2.25804 -2.07964
H 10.86159 -1.37083 -4.08334
H 9.52424 -1.15508 -3.15243
O 25.42454 8.63501 -5.63308
S 26.14870 9.82785 -5.26501
O 26.42838 10.06207 -3.81352
O 27.45293 9.92470 -6.24227
C 27.83932 11.27076 -6.46532
C 26.45245 11.88076 -6.82958
O 25.52204 11.22252 -5.98963
H 28.28193 11.75205 -5.59322
H 28.53367 11.56195 -7.25347
H 26.09917 11.63151 -7.83016
H 26.32381 12.96227 -6.78601
O 21.60982 -1.16844 2.14672
S 22.86108 -1.30421 2.88868
O 23.34157 -2.65919 3.20324
O 24.14426 -0.38932 2.25419
C 24.88180 0.35209 3.20047
C 23.95464 0.51412 4.46167
O 22.81242 -0.36461 4.27554
H 25.94368 0.12412 3.29293
H 24.88876 1.27229 2.61627
H 23.53793 1.51913 4.52809
H 24.54734 0.26878 5.34292
*
```

Computed properties:
E, eV: -148135.0491
HOMO-LUMO gap, eV: 11.14
Energy relative to the best compared isomer or geometry (same formula, charge and spin), eV: 7.325
LUMO level, eV: 0.278
Structure (SMILES): O=S1(=O)OCCO1.O=S1(=O)OCCO1.O=S1(=O)OCCO1.O=S1(=O)OCCO1.O=S1(=O)OCCO1.O=S1(=O)OCCO1.O=S1(=O)OCCO1